{
  "formula": "C22H27BaBrN8O3P",
  "method": "ωB97M-V/def2-TZVPD",
  "homo_lumo_gap_ev": 8.6,
  "total_charge": 1,
  "e_lumo_ha": -0.0726,
  "relative_energy_ev": 0.000,
  "elements": ["Ba", "C", "N", "C", "C", "N", "C", "P", "C", "N", "C", "C", "N", "C", "C", "N", "C", "C", "N", "C", "H", "H", "H", "H", "H", "H", "H", "H", "H", "H", "H", "H", "H", "H", "H", "C", "N", "C", "C", "C", "O", "H", "H", "H", "H", "H", "H", "H", "H", "H", "Br", "C", "C", "N", "C", "C", "C", "C", "O", "O", "H", "H", "H"],
  "positions_angstrom": [[0.239470, 0.296573, -0.471005], [5.140785, 0.851421, 3.192614], [4.452430, 0.599978, 1.934683], [5.015340, 0.713345, 0.697821], [4.035555, 0.398016, -0.200653], [2.889473, 0.092194, 0.465842], [3.153530, 0.226901, 1.757266], [2.078731, -0.084877, 3.193050], [1.188362, -1.602980, 2.733894], [0.407540, -1.836708, 1.689182], [-0.060074, -3.106075, 1.840111], [0.432200, -3.648667, 2.993341], [1.224322, -2.691103, 3.554871], [1.958286, -2.839950, 4.803626], [0.765431, 1.176114, 3.113419], [-0.115962, 1.398298, 2.150785], [-0.936519, 2.390110, 2.591935], [-0.552124, 2.774033, 3.846117], [0.522721, 2.000783, 4.171442], [1.254418, 2.070550, 5.428052], [6.169235, 1.119377, 2.968577], [4.670844, 1.674947, 3.726339], [5.130018, -0.039791, 3.816113], [6.042414, 1.008559, 0.575527], [4.101408, 0.388841, -1.275095], [-0.719048, -3.564233, 1.122566], [0.300635, -4.610158, 3.457311], [1.818010, -3.856699, 5.159315], [3.019443, -2.663532, 4.643780], [1.583480, -2.145075, 5.552205], [-1.744217, 2.778619, 1.995470], [-0.933967, 3.516088, 4.524820], [0.824474, 2.867879, 6.027357], [1.171013, 1.131111, 5.970362], [2.303689, 2.291858, 5.245827], [-1.199132, -3.818664, -4.840111], [-0.337075, -2.954582, -4.035010], [1.086941, -2.858271, -4.347887], [-0.784708, -2.237620, -3.003673], [-2.242992, -2.263736, -2.631145], [-0.008801, -1.520131, -2.347024], [-0.597625, -4.269868, -5.622366], [-1.997302, -3.249283, -5.314188], [-1.630181, -4.619753, -4.240377], [1.290450, -3.429298, -5.247783], [1.686883, -3.250426, -3.526792], [1.366271, -1.818335, -4.509337], [-2.858579, -2.941382, -3.212577], [-2.632703, -1.251437, -2.746488], [-2.321688, -2.537820, -1.579136], [-2.467253, 6.149409, -5.320385], [-1.018333, 5.611516, -4.237829], [0.118694, 6.409985, -4.168990], [1.173158, 6.095864, -3.429376], [1.127007, 4.964208, -2.730645], [0.036442, 4.105948, -2.739844], [-1.068214, 4.438791, -3.513709], [0.047006, 2.838881, -1.931842], [1.080984, 2.571456, -1.260141], [-0.972378, 2.100190, -1.967012], [0.166876, 7.333675, -4.733966], [1.994730, 4.717000, -2.132726], [-1.927460, 3.782926, -3.530664]],
  "atomic_forces_ev_per_a": [[-0.097, -0.350, 0.225], [-0.012, -0.004, -0.009], [-0.046, 0.003, -0.022], [0.017, 0.021, 0.029], [0.157, 0.046, 0.044], [-0.183, 0.034, 0.092], [-0.103, -0.060, -0.024], [0.097, -0.008, 0.231], [-0.074, 0.134, -0.058], [0.124, 0.281, -0.097], [-0.038, -0.065, 0.014], [0.077, 0.007, 0.039], [-0.024, -0.032, -0.057], [-0.009, 0.000, -0.007], [-0.013, -0.135, -0.078], [0.110, -0.130, -0.178], [0.019, 0.088, 0.112], [0.013, 0.013, 0.033], [0.036, -0.005, -0.051], [-0.007, -0.004, -0.003], [0.002, -0.004, 0.015], [0.018, 0.001, 0.012], [0.009, 0.018, 0.017], [0.006, 0.001, -0.051], [-0.035, -0.012, -0.014], [-0.014, 0.002, -0.013], [-0.030, -0.024, -0.033], [0.008, 0.007, 0.013], [-0.002, -0.004, 0.020], [0.018, -0.009, 0.014], [-0.004, -0.001, -0.025], [-0.037, 0.019, -0.024], [0.009, -0.005, 0.008], [0.016, 0.013, 0.017], [-0.001, -0.001, 0.021], [0.004, 0.021, 0.017], [-0.004, -0.014, 0.017], [0.004, 0.023, 0.016], [-0.047, 0.051, -0.089], [-0.033, -0.037, -0.038], [-0.016, -0.143, 0.020], [-0.006, -0.003, -0.002], [-0.007, -0.017, -0.011], [-0.010, -0.006, -0.018], [0.004, -0.002, 0.000], [0.009, 0.005, -0.009], [0.012, -0.009, -0.002], [0.022, -0.007, -0.011], [0.000, 0.004, 0.013], [0.002, 0.019, 0.008], [-0.029, -0.008, -0.010], [0.103, 0.022, 0.036], [-0.136, 0.018, -0.067], [0.064, -0.025, 0.048], [0.014, -0.001, -0.009], [-0.042, -0.015, -0.006], [0.020, -0.040, 0.043], [-0.026, 0.309, -0.187], [0.236, 0.111, -0.008], [-0.145, -0.108, 0.046], [0.013, -0.002, 0.004], [0.000, 0.001, 0.007], [-0.013, 0.018, -0.018]],
  "lowdin_charge": [2.00, -0.02, -0.13, -0.04, -0.12, -0.07, -0.47, 1.16, -0.47, -0.02, -0.13, -0.05, -0.13, -0.03, -0.47, -0.06, -0.12, -0.04, -0.13, -0.02, 0.10, 0.09, 0.09, 0.13, 0.11, 0.10, 0.12, 0.09, 0.09, 0.09, 0.11, 0.13, 0.10, 0.09, 0.08, -0.03, -0.13, -0.02, -0.51, 0.03, -0.23, 0.09, 0.10, 0.10, 0.09, 0.10, 0.10, 0.07, 0.10, 0.09, 0.75, -0.67, -0.18, 0.08, -0.08, -0.12, -0.05, -0.70, -0.25, -0.21, 0.10, 0.12, 0.12]
}